The following is a quantum chemistry calculation of a structure of composition C31H45Cl2CoNPSb2Se4 in a non-equilibrium geometry, from the Open Molecules 2025 dataset.

Summary:
- Orbital gap (alpha / beta): 6.7 / 5.0 eV
- E: -380788.8689 eV
- Spin multiplicity: 5
- ⟨S²⟩: 6.03
- HOMO energy (alpha / beta): -6.8 / -6.7 eV

Last column: Mulliken spin population.
Element x y z (Å)
H -1.945 -2.392 4.067  0.00
H -1.011 1.306 -1.829  0.00
C -2.509 -1.150 2.397  0.01
C 4.107 2.539 0.195  0.00
H -1.232 0.493 3.045  0.01
H -2.292 0.332 -2.576  0.00
H -1.292 2.080 0.709  -0.02
H -4.538 0.197 -1.436  0.00
C -2.337 2.106 0.400  0.01
C 1.079 -0.238 -4.341  0.01
H 1.503 -5.366 0.590  0.00
H 3.600 3.489 0.080  0.00
C 0.379 4.577 1.253  -0.01
C -0.037 4.901 -1.094  0.00
H -4.626 1.840 -0.813  0.00
H -2.514 2.070 -2.342  0.00
H -4.211 -2.377 1.797  0.00
C 5.374 0.089 0.569  0.00
H -1.911 -3.253 2.523  0.00
H -1.514 -4.090 0.382  0.00
Se 4.358 -1.142 5.370  0.97
H -4.373 -3.264 -1.740  0.00
Se 0.402 -0.753 6.355  0.08
C 5.402 2.493 0.689  0.00
Co 1.101 -0.717 0.563  2.55
C -1.627 -2.735 -2.102  0.00
H 5.854 -0.868 0.738  0.00
C -0.116 5.355 0.214  0.00
H 7.025 1.234 1.303  0.00
Sb 2.010 -1.547 4.677  -0.06
C -2.489 -3.892 -0.054  0.00
H 3.315 2.471 -2.721  0.00
H 1.987 0.346 -6.192  0.00
H 3.810 -1.877 0.097  0.01
H 3.415 2.075 -5.154  0.00
C -3.997 -1.475 2.372  0.00
Se 1.752 -0.009 2.596  0.23
H -4.341 -1.647 3.397  0.00
H -2.390 -0.052 4.239  0.00
H -2.741 -4.732 -0.712  0.00
C 1.936 0.518 -5.125  0.00
C 6.026 1.271 0.889  0.00
C -3.961 -2.343 -1.311  0.00
H -0.422 5.509 -1.903  0.00
C 1.804 0.979 -2.385  0.00
H -2.000 -3.541 -2.744  0.00
C -2.091 1.163 -1.895  0.00
H -4.012 -1.575 -2.082  0.00
H 3.234 -1.161 -1.260  -0.01
C -2.255 0.135 3.171  -0.01
H -0.598 -2.974 -1.827  0.00
C 1.015 -0.007 -2.974  0.01
C -2.524 -2.604 -0.872  0.02
H -3.228 -3.872 0.747  0.00
H -4.671 0.480 0.304  0.00
C -1.708 -2.295 3.004  0.00
Cl 3.521 -4.428 -0.163  0.00
H -1.626 -1.817 -2.696  0.00
H -2.502 3.051 -0.131  0.00
H 1.325 2.730 1.791  0.00
C 1.034 2.885 -0.337  0.01
C 2.738 1.492 -4.542  0.00
H 0.313 4.925 2.275  0.00
H -4.582 -0.652 1.961  0.00
N 3.346 -1.049 -0.255  0.06
C 4.090 0.134 0.054  -0.02
H 0.347 -0.594 -2.351  -0.03
C -4.220 0.841 -0.619  0.00
P 1.693 1.210 -0.578  0.05
C 0.946 3.343 0.980  -0.01
H -0.638 -2.100 2.935  0.01
H 0.594 3.315 -2.395  0.00
H -4.601 -2.050 -0.478  0.00
C 2.680 1.720 -3.177  0.00
H -2.942 0.929 2.876  0.00
H -0.559 6.319 0.425  0.00
Se 1.690 -3.923 4.154  0.06
Sb -1.689 -0.890 0.325  -0.02
H 2.333 -4.430 1.893  0.00
C 2.060 -4.469 0.837  0.00
Cl 0.984 -3.086 0.517  0.04
C -2.702 0.939 -0.515  0.01
H 5.914 3.410 0.948  0.00
C 0.534 3.667 -1.373  0.01
H 0.461 -1.007 -4.787  0.00
H -2.960 2.120 1.292  0.00
C 3.443 1.360 -0.113  -0.01

The following is a quantum chemistry calculation of a structure of composition C13H23Cl3FeNO4P2 in a non-equilibrium geometry, from the Open Molecules 2025 dataset.

Summary:
- Orbital gap (alpha / beta): 8.4 / 4.8 eV
- E: -114059.4728 eV
- Spin multiplicity: 5
- ⟨S²⟩: 6.12
- Net charge: +1
- Energy above the lowest of the compared OMol25 structures with the same formula, charge and spin: 358.6 kJ/mol
- HOMO energy (alpha / beta): -11.3 / -10.6 eV

Last column: Mulliken spin population.
Element x y z (Å)
H -3.364 0.304 -0.878  0.02
H 2.181 -2.393 -1.336  0.00
H -2.858 2.503 0.626  0.00
Cl 4.954 -0.542 0.196  0.00
H 2.920 -2.500 1.210  0.00
C -0.700 -3.715 0.732  0.01
H -2.146 3.803 -0.385  0.00
C -0.780 -1.615 -4.359  -0.04
O -4.063 0.050 -0.229  0.04
Fe 0.165 -0.220 0.042  3.49
H -2.279 -0.534 2.234  0.00
H -3.104 -0.524 0.811  0.01
O 2.054 0.373 -0.294  0.01
H 0.720 -3.136 -3.948  0.00
O -2.335 -0.988 1.359  -0.04
P 0.611 -2.474 0.493  -0.03
C 0.216 -2.019 -2.201  -0.04
H -1.099 -3.632 1.753  0.00
H -4.509 -0.726 -0.640  0.00
C 0.250 2.669 -1.653  0.04
N -0.498 -0.998 -1.683  0.04
C -1.355 -0.245 -2.459  -0.01
H 0.937 3.196 -0.984  0.00
H -0.870 -1.844 -5.419  0.00
O 2.084 0.658 1.958  0.01
P -0.928 1.743 -0.650  -0.05
H 2.132 -4.113 1.446  0.00
Cl 4.847 1.594 2.198  0.00
H -2.646 1.485 -2.416  0.00
H 1.116 -3.842 -1.452  0.00
C -1.532 -0.592 -3.806  0.10
C 2.000 -3.020 1.519  0.00
H 1.770 -2.738 2.558  0.00
H -1.520 -3.558 0.017  0.00
C -1.920 2.943 0.260  0.00
H -2.240 -0.010 -4.389  0.00
C 2.616 0.671 0.838  -0.03
H 0.842 1.989 -2.275  0.00
H -0.287 -4.724 0.584  0.00
C 0.104 -2.333 -3.552  0.12
C -1.973 0.880 -1.802  0.44
H -1.320 3.281 1.116  0.00
H -1.295 -0.648 0.767  -0.10
Cl 4.339 2.236 -0.602  0.00
C 1.140 -2.762 -1.241  0.02
C 4.173 1.005 0.679  0.00
H -0.290 3.376 -2.294  0.00

The following is a quantum chemistry calculation of an isolated molecule of C2HCl2N in a non-equilibrium geometry, from the Open Molecules 2025 dataset.

Summary:
- Orbital gap: 8.6 eV
- E: -28619.2005 eV
- Spin multiplicity: 1
- SMILES string: C#CN(Cl)Cl
- Energy above the lowest of the compared OMol25 structures with the same formula, charge and spin: 497.0 kJ/mol
- HOMO energy: -9.3 eV

Last column: Löwdin charge in e.
Element x y z (Å)
Cl 1.851 -1.377 -0.009  0.59
C -0.332 -0.121 0.208  -0.40
C -1.534 0.040 -0.410  0.18
H -2.511 -0.013 -0.322  -0.06
N 0.897 0.007 0.494  -0.96
Cl 1.629 1.464 0.040  0.64

The following is a quantum chemistry calculation of a cluster of 2 separate species, C2H5ClS2 in total in a non-equilibrium geometry, from the Open Molecules 2025 dataset.

Summary:
- Orbital gap: 8.8 eV
- E: -36344.8107 eV
- Spin multiplicity: 1
- Energy above the lowest of the compared OMol25 structures with the same formula, charge and spin: 333.5 kJ/mol
- HOMO energy: -8.4 eV

Last column: Löwdin charge in e.
Element x y z (Å)
C -1.231 -0.459 -0.640  -0.60
H -1.878 0.066 -1.339  0.03
Cl -1.741 -0.390 0.957  0.56
C 0.922 0.191 -0.426  -0.95
S 0.804 1.897 -0.115  0.70
H 0.696 -0.790 1.812  -0.27
S 1.519 -0.895 0.910  0.68
H 1.548 0.067 -1.368  0.04
H 0.558 1.867 1.099  -0.21
H -1.196 -1.553 -0.891  0.03

The following is a quantum chemistry calculation of a structure of composition C4H7N, from the Open Molecules 2025 dataset.

Summary:
- Orbital gap: 8.8 eV
- E: -5746.5587 eV
- Spin multiplicity: 1
- Energy above the lowest of the compared OMol25 structures with the same formula, charge and spin: 468.7 kJ/mol
- HOMO energy: -7.9 eV

Last column: Löwdin charge in e.
Element x y z (Å)
H 0.100 2.152 -0.156  0.06
H -1.456 0.355 -0.659  0.14
C 0.507 -0.196 -1.183  -0.32
C 0.522 1.164 0.026  -0.09
H 1.525 0.655 -1.203  0.16
N 1.385 -0.368 -2.009  0.13
H -1.273 -1.896 0.527  0.08
C -0.524 -0.001 -0.218  -0.33
H 1.008 1.066 0.998  0.06
H 0.234 -1.353 1.293  0.09
H -1.301 -0.560 1.696  0.08
C -0.726 -1.019 0.887  -0.06

The following is a quantum chemistry calculation of a cluster of 9 separate species, C42H110N8O13 in total in a non-equilibrium geometry, from the Open Molecules 2025 dataset.

Summary:
- Orbital gap: 8.7 eV
- E: -83865.2942 eV
- Spin multiplicity: 1
- SMILES string: COC[C@H](C)N.COC[C@H](C)N.COC[C@H](C)N.COC[C@H](C)N.COCCNCCOC.COCCNCCOC.COCCNCCOC.COCCNCCOC.CCO
- Energy above the lowest of the compared OMol25 structures with the same formula, charge and spin: 189.5 kJ/mol
- HOMO energy: -8.1 eV

Last column: Löwdin charge in e.
Element x y z (Å)
C -22.629 -19.081 6.919  -0.19
H -18.060 -22.468 3.492  0.09
C -22.864 -17.499 0.994  -0.03
H -17.810 -12.607 -0.593  0.11
C -19.843 -18.326 3.287  -0.37
H -22.192 -25.471 2.025  0.13
H -19.875 -12.650 2.160  0.08
C -12.014 -20.488 6.191  -0.45
H -15.924 -21.538 3.165  0.07
C -24.056 -18.311 5.279  -0.09
H -18.446 -23.136 0.691  0.11
C -19.460 -13.653 2.062  -0.06
H -21.791 -13.535 3.299  0.12
H -19.415 -24.387 2.584  0.11
H -22.199 -14.592 0.538  0.04
H -21.629 -24.346 3.283  0.11
O -13.696 -19.135 4.936  -0.21
H -16.316 -24.298 -0.720  0.09
H -11.625 -19.319 0.658  0.11
H -19.505 -20.254 4.136  0.12
H -20.794 -15.445 6.446  0.09
C -20.021 -19.819 3.281  -0.15
N -15.835 -12.400 -1.211  -0.06
H -9.869 -20.726 6.032  0.07
O -22.721 -18.824 5.501  -0.24
C -24.087 -17.861 0.128  -0.40
C -10.064 -17.840 0.996  -0.23
H -17.707 -16.223 0.670  0.07
H -18.744 -13.916 2.841  0.09
O -20.774 -15.034 4.291  -0.24
H -8.123 -16.280 -1.199  0.08
H -22.073 -22.152 3.968  0.08
H -20.269 -17.770 2.452  0.11
O -16.607 -18.412 8.220  -0.19
H -26.053 -17.368 0.121  0.07
C -15.818 -18.813 7.106  -0.10
H -17.730 -18.598 2.895  0.05
H -16.830 -14.320 -2.805  0.12
C -14.521 -18.928 0.117  -0.22
H -22.722 -16.427 0.855  0.04
H -18.281 -17.498 8.787  0.11
H -20.486 -16.806 4.435  0.03
C -16.834 -15.857 0.130  -0.06
C -20.665 -14.575 1.866  -0.44
C -16.271 -24.372 0.367  -0.09
H -18.201 -16.890 3.369  0.08
H -18.673 -22.979 5.622  0.08
H -17.018 -18.813 0.779  0.05
O -17.383 -24.821 1.159  -0.18
H -17.940 -17.208 7.117  0.12
O -15.477 -10.677 0.876  -0.20
H -15.557 -25.173 0.562  0.09
H -19.703 -20.862 0.085  0.09
H -15.138 -11.786 -0.815  0.08
H -23.621 -23.875 1.137  0.12
H -23.728 -22.462 4.604  0.09
C -16.839 -19.537 -0.017  -0.09
H -19.932 -25.656 1.492  0.13
H -23.045 -17.667 2.055  0.07
C -15.373 -9.490 1.642  -0.11
H -10.235 -19.746 7.388  0.07
C -17.400 -22.460 4.359  -0.31
H -15.895 -23.475 0.858  0.08
C -17.931 -17.987 7.879  -0.19
C -23.456 -21.402 -0.897  -0.09
C -23.373 -23.717 2.187  -0.20
H -21.370 -20.159 8.170  0.12
H -16.861 -20.350 3.930  0.05
C -21.421 -15.168 5.599  -0.06
H -16.146 -9.393 2.404  0.08
C -15.245 -13.758 -1.481  -0.16
H -16.279 -16.766 -0.103  0.06
H -16.230 -15.296 0.844  0.08
O -9.490 -16.788 0.338  -0.19
H -16.629 -20.478 0.492  0.08
H -14.461 -13.626 -2.226  0.11
O -19.404 -20.371 2.087  -0.21
H -20.991 -22.901 1.427  0.09
H -23.141 -21.736 0.092  0.04
C -23.140 -21.991 3.816  -0.12
H -16.958 -10.141 -0.315  0.13
H -17.972 -18.207 4.463  0.07
C -16.843 -12.303 -0.193  -0.25
O -18.065 -22.237 5.593  -0.07
C -22.029 -24.422 2.272  -0.22
O -23.523 -19.955 -1.004  -0.18
N -25.275 -17.245 0.752  0.03
C -13.526 -18.111 -0.682  -0.21
H -23.965 -17.528 -0.902  0.13
H -24.117 -24.193 2.825  0.12
C -13.884 -18.187 3.893  -0.09
H -10.935 -18.777 -0.776  0.10
N -20.479 -17.811 4.538  0.06
H -20.287 -15.566 1.614  0.12
H -11.572 -18.829 4.843  0.12
H -17.752 -19.484 -0.609  0.09
H -16.298 -19.602 6.526  0.07
N -21.336 -14.087 0.680  0.05
H -22.000 -18.090 0.690  0.06
C -10.593 -20.618 6.840  -0.05
C -21.549 -14.588 3.157  -0.15
H -15.422 -8.600 1.015  0.08
H -13.140 -21.472 5.020  0.05
C -8.650 -17.131 -0.768  -0.09
C -19.779 -24.580 1.575  -0.22
O -15.687 -19.070 -0.709  -0.21
H -18.669 -19.939 6.987  0.10
C -18.909 -19.176 7.728  -0.17
H -10.412 -17.300 1.877  0.13
H -10.566 -21.494 7.488  0.07
H -7.895 -17.903 -0.619  0.09
H -12.312 -18.363 6.246  0.12
H -14.813 -18.388 1.017  0.10
H -14.424 -9.399 2.170  0.09
H -20.046 -19.155 0.597  0.08
H -23.317 -19.883 7.185  0.12
H -16.794 -23.364 4.410  0.11
H -12.377 -22.341 6.088  0.08
H -15.859 -15.680 -2.339  0.11
H -15.693 -21.351 4.947  0.07
C -12.384 -19.150 5.495  -0.19
H -24.426 -21.885 -1.014  0.08
H -22.729 -21.860 -1.568  0.09
H -24.379 -19.821 0.987  0.12
C -16.806 -10.914 0.439  -0.21
O -23.512 -22.331 2.519  -0.20
H -9.290 -18.587 1.172  0.12
C -24.378 -19.377 -0.009  -0.20
C -18.385 -17.958 3.486  -0.05
H -20.196 -18.184 6.436  0.05
H -18.829 -13.610 1.175  0.05
H -14.631 -14.049 -0.628  0.10
H -17.594 -10.948 1.192  0.12
H -24.827 -19.080 5.335  0.09
H -14.865 -19.243 7.416  0.08
C -16.339 -14.783 -1.949  -0.21
O -17.369 -15.089 -1.016  -0.19
C -11.266 -18.401 0.193  -0.19
H -21.432 -18.114 4.679  0.03
H -13.380 -18.432 2.958  0.07
H -14.078 -17.235 -1.023  0.11
H -20.898 -20.223 6.480  0.11
H -22.929 -18.237 7.541  0.12
C -20.094 -20.210 0.866  -0.11
H -23.340 -20.940 4.021  0.07
H -21.132 -20.510 1.013  0.07
H -13.488 -17.217 4.192  0.09
H -18.860 -24.503 -0.307  0.12
H -14.048 -19.871 0.395  0.12
H -14.951 -18.113 3.684  0.08
C -16.402 -21.320 4.120  -0.07
H -25.374 -19.606 -0.389  0.12
H -22.206 -15.923 5.547  0.07
N -12.462 -17.549 0.126  -0.06
H -24.110 -17.917 4.265  0.08
C -21.244 -19.557 7.270  -0.25
H -19.132 -19.682 8.667  0.12
N -12.212 -21.636 5.383  0.03
H -12.285 -16.579 -0.092  0.11
H -24.402 -17.522 5.947  0.09
H -21.642 -13.152 0.909  0.07
H -12.769 -20.586 6.971  0.12
H -22.474 -15.157 3.062  0.11
H -25.090 -16.253 0.808  0.06
H -13.146 -18.677 -1.533  0.12
N -21.030 -23.907 1.341  -0.04
N -20.205 -18.596 7.358  -0.09
H -16.665 -13.015 0.613  0.10
H -21.058 -20.132 3.408  0.11
C -18.582 -24.217 0.708  -0.24
H -15.575 -17.993 6.431  0.08
H -21.889 -14.209 5.819  0.09
H -9.311 -17.439 -1.578  0.08